[1]
Below is a structure of composition C36H43NO3Se2SnTe at a distorted geometry, with properties calculated with the ωB97M-V functional and the def2-TZVPD basis.

Structure (XYZ):
```
87
Properties=species:S:1:pos:R:3:forces:R:3
Sn 0.492040 1.461346 -0.143919 -0.7 0.1 0.1
C 0.381256 -1.464909 2.297962 0.0 0.1 0.0
C 0.343715 -0.274861 3.017271 0.0 -0.1 0.0
C -0.829348 0.470116 3.069615 0.0 0.0 0.0
C -1.962216 0.029723 2.395040 0.1 0.0 0.0
C -1.926138 -1.160064 1.678461 0.0 0.0 0.1
C -0.755901 -1.908890 1.633198 0.0 0.0 0.0
H 1.304791 -2.028240 2.236274 0.0 0.0 0.0
H 1.236679 0.075977 3.520512 0.0 0.0 0.0
H -0.858686 1.401395 3.621857 0.0 0.0 -0.1
H -2.865765 0.627219 2.409581 0.0 0.0 0.0
H -2.803524 -1.494049 1.139287 0.0 0.0 0.0
H -0.728778 -2.835941 1.072237 0.0 0.1 0.0
O 5.869514 2.272065 -2.882440 -0.1 0.1 0.1
C 5.553330 2.977029 -1.676006 0.0 -0.1 -0.2
C 4.178849 2.530483 -1.165901 0.2 0.0 0.0
C 3.954385 3.292774 0.144471 0.2 -0.1 0.1
O 4.885057 2.933343 1.164651 0.0 0.0 -0.3
C 4.258014 1.006722 -0.957841 -0.2 0.0 0.1
Se 3.072696 0.177781 0.386400 -0.2 0.1 0.0
C 3.153718 2.910603 -2.245919 -0.2 0.0 0.1
Se 1.276424 3.291327 -1.776985 -0.1 0.0 0.1
H 6.765882 2.498561 -3.140126 0.0 0.0 0.0
H 5.527581 4.058095 -1.859934 0.0 0.0 -0.1
H 6.293524 2.780570 -0.897555 0.1 0.0 0.0
H 2.937707 3.130418 0.486365 -0.1 0.0 0.1
H 4.071542 4.363867 -0.038750 0.0 0.0 0.1
H 4.659812 2.025142 1.417352 -0.1 0.0 0.1
H 5.259932 0.738609 -0.625644 0.0 0.0 0.0
H 4.081931 0.493951 -1.897889 0.1 0.0 -0.1
H 3.130170 2.148137 -3.019029 0.1 0.0 -0.1
H 3.453073 3.846718 -2.717107 0.0 0.0 0.0
C -6.779510 -3.137157 -6.513066 0.1 0.0 0.1
C -5.890771 -2.397771 -5.540513 0.0 0.0 -0.1
C -6.413752 -1.499212 -4.624141 0.0 0.1 0.0
C -5.597433 -0.819348 -3.717131 0.0 0.1 0.1
C -6.260185 0.116515 -2.724306 0.0 -0.1 -0.1
C -4.206269 -1.018070 -3.717228 0.2 -0.3 0.2
Te -2.981559 -0.016185 -2.095800 -0.8 -0.6 -1.1
N -1.671973 1.392002 -0.729107 1.2 0.6 0.5
C -1.869979 2.488034 -0.061864 -0.2 -0.4 -0.2
O -0.948763 2.991672 0.707948 0.4 0.1 -0.1
C -3.142897 3.290000 -0.168979 0.1 0.0 0.1
C -3.033467 4.676262 -0.276239 0.0 -0.1 0.0
C -4.171578 5.461519 -0.384799 0.0 0.0 0.0
C -5.430290 4.871096 -0.368028 0.0 0.0 0.0
C -5.543977 3.492603 -0.248041 0.0 0.0 0.0
C -4.404580 2.703309 -0.152322 0.1 0.0 0.0
C -1.759291 0.841143 -3.615005 0.2 0.2 0.1
C -0.412925 0.473488 -3.762223 -0.1 0.0 0.0
C 0.291181 -0.561038 -2.912647 0.0 0.2 0.0
C 0.357226 1.083810 -4.754591 0.1 -0.1 0.0
C -0.159790 2.043723 -5.600217 0.0 0.1 -0.1
C 0.689892 2.690259 -6.665809 0.0 0.0 0.1
C -1.489159 2.415245 -5.429810 0.0 0.0 0.0
C -2.293556 1.846536 -4.448703 0.0 -0.1 0.0
C -3.710997 2.345109 -4.309392 0.1 0.0 0.0
C -3.676711 -1.948579 -4.636133 -0.1 0.0 0.0
C -2.203029 -2.270076 -4.687503 -0.1 0.0 0.0
C -4.518499 -2.614428 -5.526730 0.0 0.1 0.0
H -7.818220 -2.816810 -6.416923 0.0 0.0 0.0
H -6.739279 -4.215756 -6.337208 0.0 0.0 0.0
H -6.464590 -2.963389 -7.545359 0.0 0.0 0.0
H -7.486925 -1.319108 -4.611468 0.1 0.0 0.0
H -7.323134 0.232589 -2.950386 0.0 0.0 0.0
H -5.790642 1.100918 -2.731702 0.0 0.0 0.0
H -6.174785 -0.270744 -1.706290 0.0 0.0 0.0
H -2.043693 5.117377 -0.276269 -0.1 0.0 0.0
H -4.078873 6.537748 -0.470202 0.0 0.0 0.0
H -6.320208 5.485393 -0.433326 0.0 0.0 0.0
H -6.523175 3.028965 -0.221658 0.0 0.0 0.0
H -4.490378 1.629793 -0.060535 0.0 0.0 0.0
H -0.295101 -0.847890 -2.041307 0.0 0.0 0.0
H 1.261226 -0.177043 -2.575457 0.0 0.0 0.0
H 0.495747 -1.467445 -3.489360 0.0 0.0 0.0
H 1.404783 0.801792 -4.848565 -0.1 0.0 0.0
H 1.705633 2.291023 -6.652565 0.0 0.0 0.0
H 0.751187 3.771048 -6.510942 0.0 0.0 0.0
H 0.267072 2.522599 -7.659035 0.0 0.0 0.0
H -1.909327 3.188719 -6.068121 0.0 0.0 0.0
H -3.865955 3.232719 -4.926156 0.0 0.0 0.0
H -3.927825 2.604689 -3.271123 0.0 0.0 0.0
H -4.425758 1.578197 -4.618708 0.0 0.0 0.0
H -1.796016 -2.369949 -3.680110 0.0 0.0 0.0
H -1.644335 -1.473305 -5.187173 0.0 0.0 0.1
H -2.026732 -3.202724 -5.231309 0.0 0.1 0.0
H -4.089658 -3.327167 -6.230337 0.0 0.1 0.1
```
Positions in Å, forces in eV/Å.

Values from the calculation:
**Strongest force on any atom**: 1.46 eV/A
**ΔE to the lowest compared entry with this formula, charge and spin**: 0.00 kJ/mol
**Charge**: -1
**HOMO level (spin up / spin down)**: -3.84 / -4.47 eV
**E**: -189481.6112 eV
**Multiplicity**: 2
**Expectation value of S²**: 0.763
**Gap between HOMO and LUMO (spin up / spin down)**: 0.229 / 0.220 hartree

Results of the Mulliken charge analysis, in e, for atoms 1 through 6:
1. Sn 0.67
2. C -0.39
3. C -0.45
4. C -0.40
5. C -0.20
6. C -0.32

***

[2]
Below is a structure of composition C36H45MgNP2S5, with properties calculated with the ωB97M-V functional and the def2-TZVPD basis.

Structure (XYZ):
```
90
Properties=species:S:1:pos:R:3:forces:R:3
Mg -0.059167 0.074989 0.456990 0.2 0.6 -0.2
C -1.151413 2.475937 2.748675 0.0 0.0 0.0
C -1.505130 3.146662 1.431348 0.0 0.0 0.0
S -2.123164 1.940468 0.216625 0.0 -0.2 0.1
C -1.882866 2.847264 -1.341316 0.0 0.0 -0.1
C -0.628787 2.448080 -2.113209 -0.1 0.0 0.0
S 0.769959 2.572093 -0.990760 0.0 -0.1 0.1
C 2.122062 1.753086 -1.843980 0.1 0.0 0.0
C 3.204584 1.512150 -0.797898 0.0 0.0 -0.1
S 2.664009 0.376068 0.512435 0.0 -0.2 0.2
C 2.827670 1.318661 2.059237 0.1 0.1 0.0
C 1.672562 2.240586 2.431273 0.0 0.0 0.0
S 0.179579 1.249054 2.706268 0.0 -0.2 0.1
H -2.004173 1.927290 3.152141 0.0 0.0 0.0
H -0.878306 3.227860 3.489349 0.0 0.0 0.0
H -0.653314 3.677246 1.009036 0.0 0.0 0.0
H -2.300263 3.869205 1.616589 0.0 0.0 0.0
H -1.884702 3.907527 -1.089719 0.0 0.0 -0.1
H -2.760382 2.657208 -1.957443 0.0 0.0 0.0
H -0.502659 3.112289 -2.967894 0.0 0.0 0.0
H -0.703175 1.420605 -2.473234 -0.1 0.0 0.0
H 2.516185 2.376904 -2.645081 0.0 0.0 0.0
H 1.767437 0.814546 -2.275893 0.1 0.0 0.0
H 3.522943 2.442526 -0.326654 0.0 0.0 -0.1
H 4.073984 1.059383 -1.271245 0.0 0.0 0.0
H 3.753975 1.890256 2.002036 0.0 0.0 0.0
H 2.963935 0.551919 2.824625 0.0 0.0 0.0
H 1.485643 2.994207 1.668268 0.0 0.0 0.0
H 1.907096 2.737616 3.372857 0.0 0.0 0.0
C -2.904862 -6.298274 3.663808 0.0 0.0 0.0
S -3.633555 -6.269297 2.014493 -0.1 0.0 0.0
C -2.177821 -6.655443 0.996230 0.0 0.0 0.0
C -1.649262 -5.457570 0.215766 0.0 0.0 0.0
C -1.289545 -4.291959 1.118997 0.0 -0.1 -0.3
N -0.844212 -3.114711 0.338391 -0.1 0.3 0.4
P -1.852468 -1.741051 0.069698 0.2 -0.3 -0.5
C -3.535411 -2.212514 0.455309 0.0 0.1 0.2
C -4.078199 -1.801631 1.672699 0.0 -0.1 0.0
C -5.363757 -2.183147 2.025890 0.0 0.0 0.0
C -6.106430 -2.971756 1.159526 0.0 0.0 0.0
C -5.572828 -3.378037 -0.058909 0.0 0.0 0.0
C -4.291045 -2.997631 -0.417967 0.0 0.0 0.0
C -1.856602 -1.562270 -1.750855 -0.2 0.0 0.0
C -1.168847 -2.419188 -2.605211 0.0 0.0 0.0
C -1.198432 -2.205718 -3.978381 0.0 0.0 0.0
C -1.914921 -1.140517 -4.506023 0.0 0.0 0.0
C -2.622068 -0.292881 -3.660601 0.0 0.0 0.0
C -2.590289 -0.500961 -2.290097 0.0 0.0 0.0
P 0.753479 -2.543873 0.338473 -0.2 0.2 0.4
C 1.796445 -3.816403 -0.377480 0.0 0.0 -0.1
C 2.180659 -4.943086 0.349995 0.0 -0.1 0.0
C 2.895553 -5.953663 -0.274024 0.0 0.0 0.0
C 3.237072 -5.839543 -1.617056 0.0 0.0 0.0
C 2.875973 -4.710108 -2.338931 0.0 0.0 0.0
C 2.158213 -3.697657 -1.719378 0.1 0.0 0.0
C 1.238088 -2.460054 2.098949 0.2 -0.1 0.0
C 2.595005 -2.413721 2.441543 -0.1 0.0 0.0
C 2.979254 -2.281672 3.767191 0.0 0.0 0.0
C 2.016515 -2.191213 4.768511 0.0 0.0 0.0
C 0.670594 -2.220348 4.438031 0.0 0.0 -0.1
C 0.283611 -2.350368 3.109442 -0.1 0.1 0.0
H -3.710166 -6.108578 4.371407 0.0 0.0 0.0
H -2.142059 -5.527917 3.786732 0.0 0.0 0.0
H -2.479062 -7.276373 3.880688 0.0 0.0 0.0
H -2.474766 -7.443767 0.306317 0.1 0.0 0.0
H -1.407490 -7.069340 1.650087 0.0 0.0 0.0
H -2.408868 -5.138650 -0.503114 0.0 0.1 0.0
H -0.761384 -5.750701 -0.354337 0.0 0.0 0.0
H -0.487501 -4.581438 1.803721 0.0 0.0 0.0
H -2.154470 -4.022059 1.728233 0.0 0.0 0.0
H -3.493473 -1.185626 2.348051 0.0 0.0 0.0
H -5.783980 -1.867842 2.971429 0.0 0.0 0.0
H -7.110517 -3.269633 1.431118 0.0 0.0 0.0
H -6.159539 -3.991724 -0.729194 0.0 0.0 0.0
H -3.883758 -3.306297 -1.373131 0.0 0.0 0.0
H -0.637333 -3.271300 -2.200096 0.0 0.0 0.0
H -0.674709 -2.884991 -4.638662 0.0 0.0 0.0
H -1.940297 -0.981683 -5.575972 0.0 0.0 0.0
H -3.210715 0.516549 -4.073940 0.0 0.0 0.0
H -3.186567 0.130642 -1.637588 0.0 0.0 0.0
H 1.935520 -5.031258 1.402045 0.0 0.0 0.0
H 3.191035 -6.829171 0.288590 0.0 0.0 0.0
H 3.796244 -6.630610 -2.098868 0.0 0.0 0.0
H 3.157418 -4.615553 -3.379233 0.0 0.0 0.0
H 1.888325 -2.808313 -2.278196 0.0 0.0 0.0
H 3.353590 -2.500255 1.672682 0.0 0.0 0.0
H 4.030853 -2.266553 4.023440 0.0 0.0 0.0
H 2.318727 -2.109159 5.804301 0.0 0.0 0.0
H -0.080759 -2.154132 5.214105 0.0 0.0 0.0
H -0.773629 -2.386185 2.868731 0.0 0.0 0.0
```
Positions in Å, forces in eV/Å.

Values from the calculation:
**Strongest force on any atom**: 0.64 eV/A
**Charge**: +2
**HOMO level**: -12.28 eV
**E**: -117741.7912 eV
**Gap between HOMO and LUMO**: 0.275 hartree

Results of the Mulliken charge analysis, in e, for atoms 1 through 6:
1. Mg 1.88
2. C -1.10
3. C -0.70
4. S 0.13
5. C -1.16
6. C -0.06